Record 1
This record from OMol25 describes a molecular structure, C35H42DyN7O3SSeSi. The level of theory is wB97M-V/def2-TZVPD.

Values from the calculation:
molecular weight: 910.4 Da
LUMO energy (alpha / beta): -6.061 / -6.064 eV
net charge: +2
2S+1: 6
gap between HOMO and LUMO (alpha / beta): 7.84 / 7.84 eV

```
91
C35H42DyN7O3SSeSi wB97M-V/def2-TZVPD
Dy 0.170 -0.239 -0.153
Se -6.919 -1.046 3.708
S 1.501 1.063 1.690
Si 2.866 -0.252 0.788
O 4.313 -0.533 1.372
O 2.663 0.193 -0.818
O 1.954 -1.699 0.570
N -6.046 -2.055 2.580
N -5.790 0.273 3.501
N -1.702 0.930 0.980
N -5.272 3.701 -0.257
N -2.004 -1.587 -0.058
N -0.545 0.954 -2.115
N -3.932 2.567 -1.826
C -4.989 2.415 -2.633
C -4.999 -1.396 2.116
C 3.364 -0.343 -1.975
C 1.681 -2.343 2.889
C 4.454 -1.332 -1.582
C -2.947 -1.122 0.802
C -2.211 -2.773 -0.632
C -4.128 3.218 -0.698
C -3.566 2.039 2.743
C -1.559 2.163 1.459
C -2.304 1.679 -3.598
C -3.550 1.388 -4.329
C -4.227 -3.169 0.572
C 5.200 0.287 2.176
C -3.302 -3.592 -0.357
C 0.058 2.147 -2.284
C 2.286 -1.045 -2.825
C -0.449 3.124 -3.125
C -6.245 2.907 -2.269
C -4.852 -0.078 2.642
C -1.688 0.735 -2.781
C -3.743 0.741 2.250
C 1.899 -2.837 1.460
C -2.459 2.754 2.344
C 4.653 0.339 3.597
C 5.276 1.682 1.578
C -1.641 2.893 -3.788
C 0.685 -3.664 1.009
C -2.788 0.216 1.355
C 6.559 -0.405 2.122
C -4.063 -1.911 1.161
C -6.330 3.549 -1.042
C -4.764 1.736 -3.902
C 3.190 -3.640 1.337
C 3.963 0.851 -2.716
H 1.707 -1.746 -2.193
H -0.671 2.699 1.132
H 4.646 -0.655 4.036
H -7.102 2.797 -2.914
H -4.295 2.448 3.424
H -3.411 -4.536 -0.865
H 5.581 1.634 0.536
H 7.289 0.175 2.678
H 1.618 -0.312 -3.288
H 1.443 -3.171 3.550
H 0.084 4.052 -3.258
H -5.074 -3.775 0.857
H 4.308 2.172 1.635
H 5.143 -0.872 -0.882
H 4.031 -2.216 -1.112
H -7.256 3.968 -0.671
H -2.284 3.757 2.696
H 2.576 -1.849 3.261
H 4.426 0.542 -3.647
H -0.234 -3.160 1.327
H -2.147 -0.238 -2.638
H 3.302 -4.053 0.336
H 0.848 -1.631 2.908
H 4.719 1.327 -2.099
H -1.466 -3.096 -1.353
H 6.908 -0.500 1.095
H 4.042 -2.995 1.544
H 0.989 2.305 -1.734
H 0.716 -4.653 1.460
H -3.428 0.893 -5.283
H 3.641 0.739 3.600
H -3.255 3.363 -0.071
H 5.013 -1.638 -2.460
H -2.077 3.637 -4.437
H 6.499 -1.396 2.563
H 3.175 -4.460 2.047
H 3.188 1.580 -2.937
H 5.281 0.985 4.204
H -5.638 1.538 -4.504
H 2.749 -1.624 -3.623
H 0.694 -3.790 -0.078
H 5.998 2.278 2.125
```

In the Löwdin picture, each atom carries the following charge in e: atom 1 (Dy): 1.548, atom 2 (Se): 1.238, atom 3 (S): 0.403, atom 4 (Si): -0.122, atom 5 (O): -0.133, atom 6 (O): -0.283, atom 7 (O): -0.333, atom 8 (N): -0.232, atom 9 (N): -0.227, atom 10 (N): -0.027, atom 11 (N): 0.098, atom 12 (N): -0.014, atom 13 (N): -0.104, atom 14 (N): 0.141, atom 15 (C): -0.253, atom 16 (C): -0.328, atom 17 (C): -0.598, atom 18 (C): -0.020, atom 19 (C): -0.008, atom 20 (C): -0.131, atom 21 (C): -0.128, atom 22 (C): -0.195, atom 23 (C): 0.053, atom 24 (C): -0.171, atom 25 (C): -0.211, atom 26 (C): -0.021, atom 27 (C): 0.055, atom 28 (C): -0.616, atom 29 (C): -0.001, atom 30 (C): -0.131, atom 31 (C): -0.016, atom 32 (C): -0.008, atom 33 (C): 0.026, atom 34 (C): -0.326, atom 35 (C): -0.080, atom 36 (C): -0.065, atom 37 (C): -0.621, atom 38 (C): -0.010, atom 39 (C): -0.020, atom 40 (C): -0.019, atom 41 (C): 0.025, atom 42 (C): -0.019, atom 43 (C): -0.136, atom 44 (C): -0.008, atom 45 (C): -0.064, atom 46 (C): -0.097, atom 47 (C): -0.006, atom 48 (C): -0.001, atom 49 (C): 0.002, atom 50 (H): 0.074, atom 51 (H): 0.086, atom 52 (H): 0.091, atom 53 (H): 0.119, atom 54 (H): 0.135, atom 55 (H): 0.125, atom 56 (H): 0.089, atom 57 (H): 0.099, atom 58 (H): 0.077, atom 59 (H): 0.106, atom 60 (H): 0.123, atom 61 (H): 0.133, atom 62 (H): 0.066, atom 63 (H): 0.082, atom 64 (H): 0.080, atom 65 (H): 0.120, atom 66 (H): 0.130, atom 67 (H): 0.080, atom 68 (H): 0.103, atom 69 (H): 0.071, atom 70 (H): 0.121, atom 71 (H): 0.095, atom 72 (H): 0.071, atom 73 (H): 0.092, atom 74 (H): 0.120, atom 75 (H): 0.089, atom 76 (H): 0.084, atom 77 (H): 0.113, atom 78 (H): 0.106, atom 79 (H): 0.127, atom 80 (H): 0.055, atom 81 (H): 0.093, atom 82 (H): 0.109, atom 83 (H): 0.138, atom 84 (H): 0.092, atom 85 (H): 0.104, atom 86 (H): 0.080, atom 87 (H): 0.102, atom 88 (H): 0.121, atom 89 (H): 0.105, atom 90 (H): 0.089, atom 91 (H): 0.103

Record 2
This record from OMol25 describes a molecular structure, C35H42F3LuN6O13S2. The level of theory is wB97M-V/def2-TZVPD.

Values from the calculation:
molecular weight: 1050.8 Da
LUMO energy: -0.420 eV
gap between HOMO and LUMO: 6.47 eV
energy above the lowest of the compared OMol25 structures with the same formula, charge and spin: 1.284 eV

```
102
C35H42F3LuN6O13S2 wB97M-V/def2-TZVPD
Lu -0.141 -0.615 2.359
S -1.475 0.596 -3.294
S 0.292 -0.344 -6.743
F -6.990 1.290 1.617
F -7.806 -0.716 2.068
F -7.537 -0.135 -0.038
O -0.147 -3.934 0.432
O -0.784 0.592 -7.338
O -1.977 0.257 2.986
O 1.279 -6.870 -0.069
O 2.371 -5.043 -0.963
O 0.959 2.992 -1.193
O -0.410 -2.639 3.015
O 1.319 -1.216 0.820
O 1.082 0.099 4.018
O -2.131 -4.027 3.179
O 2.375 1.318 -3.091
O -0.275 0.916 0.765
O 2.271 -1.528 -2.242
N -3.865 1.153 3.629
N -3.443 1.339 -4.992
N 2.815 1.514 4.858
N -3.094 -1.694 0.911
N 4.018 1.232 5.603
N -1.673 2.802 -4.812
C 2.742 2.694 4.017
C 2.601 4.128 1.675
C 4.692 2.243 6.383
C -3.448 -0.709 0.094
C -0.310 -4.610 1.686
C 2.144 0.290 4.747
C 4.014 -0.115 5.944
C 2.227 -1.738 -8.125
C -3.932 -2.185 1.875
C 1.302 -5.720 -0.489
C -5.170 -1.648 2.081
C -2.364 0.242 5.350
C 1.125 1.784 -1.103
C 1.336 -0.435 -0.236
C 3.892 3.324 3.557
C -5.584 -0.613 1.217
C -2.739 0.555 3.934
C 1.854 0.892 -2.062
C 3.826 3.950 2.313
C 2.847 -0.695 5.469
C -0.633 3.438 -4.092
C 2.908 -0.417 -7.556
C 5.197 -0.701 6.630
C 1.934 -0.543 -1.597
C 1.428 3.653 2.238
C 0.692 -1.582 -8.052
C -1.021 -3.728 2.682
C 0.692 0.814 -0.141
C -3.711 1.683 -6.393
C 1.482 3.077 3.497
C -4.674 -0.082 0.253
C 0.005 -4.841 -0.638
C 1.910 0.447 -6.754
C -6.966 -0.032 1.202
C -2.201 1.623 -4.424
H 4.722 1.917 7.415
H 6.147 -0.420 6.120
H -4.102 2.732 -6.550
H 2.556 -2.582 -7.502
H -4.537 0.987 -6.716
H 0.141 -2.480 -7.777
H -2.824 1.580 -7.014
H -4.160 1.406 2.702
H 0.203 -1.241 -8.988
H 2.517 -1.757 5.637
H 0.555 2.720 3.975
H 0.547 3.690 1.587
H 2.654 -1.815 -9.148
H -0.893 -5.507 -0.726
H 0.108 -4.236 -1.614
H 5.224 -0.358 7.710
H -2.139 3.289 -5.576
H 2.630 4.639 0.693
H -0.540 4.422 -4.565
H 5.716 2.393 6.036
H 1.798 1.435 -7.210
H 3.176 -5.537 -0.738
H -3.755 0.411 -4.717
H 3.293 0.224 -8.360
H 0.703 -4.947 1.987
H 4.838 3.208 4.122
H -3.493 -2.929 2.544
H -0.884 3.545 -3.016
H 4.738 4.265 1.808
H -4.325 1.597 4.414
H -5.818 -2.031 2.899
H 0.252 2.821 -4.143
H -1.912 -0.719 5.385
H -2.667 -0.405 -0.605
H 4.097 3.221 6.388
H -4.920 0.848 -0.329
H 2.115 0.596 -5.671
H -0.975 -5.498 1.599
H -1.537 0.935 5.644
H 5.130 -1.824 6.550
H -3.252 0.289 6.000
H 3.743 -0.670 -6.920
```

Löwdin atomic charge list, values in e, 99 entries: atom 1 (Lu): 1.798, atom 2 (S): 0.640, atom 3 (S): 0.926, atom 4 (F): 0.096, atom 5 (F): 0.091, atom 6 (F): 0.127, atom 7 (O): -0.131, atom 8 (O): -0.582, atom 9 (O): -0.144, atom 10 (O): 0.078, atom 11 (O): 0.116, atom 12 (O): 0.067, atom 13 (O): -0.208, atom 14 (O): -0.173, atom 15 (O): -0.189, atom 16 (O): -0.007, atom 17 (O): 0.084, atom 18 (O): -0.214, atom 19 (O): 0.093, atom 20 (N): 0.235, atom 21 (N): -0.071, atom 22 (N): 0.099, atom 23 (N): 0.084, atom 24 (N): -0.063, atom 25 (N): -0.063, atom 26 (C): -0.174, atom 27 (C): -0.076, atom 28 (C): -0.032, atom 29 (C): -0.123, atom 30 (C): -0.112, atom 31 (C): -0.331, atom 32 (C): -0.244, atom 33 (C): -0.207, atom 34 (C): -0.100, atom 35 (C): -0.465, atom 36 (C): -0.009, atom 37 (C): 0.035, atom 38 (C): -0.334, atom 39 (C): -0.249, atom 40 (C): -0.033, atom 41 (C): -0.127, atom 42 (C): -0.511, atom 43 (C): -0.281, atom 44 (C): -0.066, atom 45 (C): 0.066, atom 46 (C): -0.113, atom 47 (C): -0.211, atom 48 (C): -0.018, atom 49 (C): -0.266, atom 50 (C): -0.064, atom 51 (C): -0.319, atom 52 (C): -0.574, atom 53 (C): -0.304, atom 54 (C): -0.111, atom 55 (C): -0.016, atom 56 (C): 0.006, atom 57 (C): -0.115, atom 58 (C): -0.327, atom 59 (C): -0.498, atom 60 (C): -0.849, atom 61 (H): 0.083, atom 62 (H): 0.102, atom 63 (H): 0.084, atom 64 (H): 0.103, atom 65 (H): 0.099, atom 66 (H): 0.072, atom 67 (H): 0.044, atom 68 (H): 0.124, atom 69 (H): 0.094, atom 70 (H): 0.151, atom 71 (H): 0.115, atom 72 (H): 0.120, atom 73 (H): 0.108, atom 74 (H): 0.137, atom 75 (H): 0.159, atom 76 (H): 0.105, atom 77 (H): 0.129, atom 78 (H): 0.124, atom 79 (H): 0.093, atom 80 (H): 0.094, atom 81 (H): 0.092, atom 82 (H): 0.128, atom 83 (H): 0.095, atom 84 (H): 0.102, atom 85 (H): 0.142, atom 86 (H): 0.101, atom 87 (H): 0.078, atom 88 (H): 0.084, atom 89 (H): 0.111, atom 90 (H): 0.131, atom 91 (H): 0.132, atom 92 (H): 0.062, atom 93 (H): 0.081, atom 94 (H): 0.082, atom 95 (H): 0.131, atom 96 (H): 0.143, atom 97 (H): 0.077, atom 98 (H): 0.140, atom 99 (H): 0.111

Record 3
This record from OMol25 describes a molecular structure, C35H43BrF3N12O3PS2. The level of theory is wB97M-V/def2-TZVPD.

Values from the calculation:
molecular weight: 911.8 Da
LUMO energy: -1.165 eV
gap between HOMO and LUMO: 7.11 eV

```
100
C35H43BrF3N12O3PS2 wB97M-V/def2-TZVPD
Br -1.502 -3.440 4.239
S 1.969 -2.077 -2.159
S 2.633 -2.599 2.274
P 0.478 -1.037 -1.510
F -4.428 -1.999 1.237
F -3.775 -3.704 2.354
F -3.692 -1.717 3.225
O 0.904 0.463 -1.152
O -0.552 -0.778 -2.696
O -1.276 4.805 3.545
N -2.575 2.270 0.580
N 2.855 8.586 -0.983
N 1.276 -2.962 3.063
N 2.035 -1.980 0.941
N 5.001 2.591 -1.456
N -7.860 -2.434 -6.076
N 5.362 -3.061 0.371
N 8.729 -4.914 -0.742
N 8.307 -6.124 3.026
N -3.073 -1.889 -3.806
N -1.514 5.275 -1.252
N -5.421 2.056 -1.659
C -1.901 3.630 3.922
C -5.747 2.803 -0.854
C -2.027 -2.274 1.642
C -2.089 1.158 -0.241
C 0.704 -2.057 1.023
C -1.596 -1.755 0.348
C -0.900 5.910 -0.519
C 0.284 -2.603 2.260
C 5.416 -4.132 0.778
C 8.486 -2.468 -1.594
C 3.139 7.658 -1.596
C -5.532 -2.618 -3.377
C -6.533 -0.729 -7.529
C -2.326 3.459 5.231
C 8.632 -3.837 -1.124
C -3.123 1.265 4.702
C -2.604 -1.320 -0.686
C -3.166 0.105 -0.497
C -0.250 -1.658 0.041
C 5.490 -5.496 1.269
C -6.101 3.778 0.168
C 4.190 0.957 0.403
C -2.946 2.290 5.623
C 8.707 -6.973 2.367
C -1.101 -2.699 2.547
C -2.082 2.627 2.979
C 3.494 6.473 -2.367
C -1.616 2.783 1.551
C 4.651 1.871 -0.634
C -0.112 6.675 0.438
C -2.687 1.445 3.404
C -7.278 -1.683 -6.718
C -3.485 -2.417 2.093
C 9.219 -8.021 1.496
C -4.155 -2.222 -3.627
H 3.598 5.614 -1.706
H -5.620 -3.702 -3.414
H 2.718 6.266 -3.102
H -2.816 0.653 2.677
H -2.186 -1.359 -1.671
H 8.314 -2.462 -2.668
H -1.193 0.729 0.206
H -6.181 -2.190 -4.138
H -2.175 4.254 5.950
H -1.775 5.546 3.903
H 0.897 6.818 0.056
H 1.326 0.811 -1.954
H -0.641 2.304 1.442
H -1.460 3.849 1.386
H 4.438 6.638 -2.881
H -0.829 -1.585 -3.156
H -5.812 -0.200 -6.908
H 10.073 -7.644 0.939
H -6.003 -1.254 -8.321
H 9.522 -8.881 2.090
H -0.563 7.653 0.594
H -5.592 3.537 1.100
H -3.598 0.339 4.988
H -5.846 -2.262 -2.397
H 3.531 0.198 -0.019
H 7.635 -2.008 -1.093
H -1.784 1.562 -1.209
H -5.793 4.770 -0.156
H -3.416 -2.034 -0.697
H 8.446 -8.323 0.792
H 5.051 -6.168 0.533
H -0.069 6.142 1.388
H 9.389 -1.903 -1.372
H 4.945 -5.586 2.208
H 3.659 1.508 1.177
H 5.055 0.461 0.840
H -7.218 -0.009 -7.973
H -3.281 2.155 6.641
H -3.660 0.348 -1.434
H -7.176 3.770 0.334
H 6.528 -5.770 1.437
H -3.940 0.146 0.266
H -3.437 2.014 1.039
```

Löwdin atomic charge list, values in e, 99 entries: atom 1 (Br): 0.894, atom 2 (S): 0.298, atom 3 (S): 1.043, atom 4 (P): 0.203, atom 5 (F): 0.137, atom 6 (F): 0.107, atom 7 (F): 0.091, atom 8 (O): -0.199, atom 9 (O): -0.232, atom 10 (O): 0.027, atom 11 (N): -0.039, atom 12 (N): 0.125, atom 13 (N): -0.228, atom 14 (N): -0.245, atom 15 (N): 0.115, atom 16 (N): 0.131, atom 17 (N): 0.138, atom 18 (N): 0.131, atom 19 (N): 0.136, atom 20 (N): 0.169, atom 21 (N): 0.134, atom 22 (N): 0.151, atom 23 (C): -0.268, atom 24 (C): -0.270, atom 25 (C): -0.056, atom 26 (C): -0.213, atom 27 (C): -0.355, atom 28 (C): -0.105, atom 29 (C): -0.290, atom 30 (C): -0.417, atom 31 (C): -0.296, atom 32 (C): -0.064, atom 33 (C): -0.291, atom 34 (C): -0.046, atom 35 (C): -0.064, atom 36 (C): -0.027, atom 37 (C): -0.282, atom 38 (C): -0.079, atom 39 (C): -0.153, atom 40 (C): -0.153, atom 41 (C): -0.172, atom 42 (C): -0.062, atom 43 (C): -0.062, atom 44 (C): -0.070, atom 45 (C): -0.084, atom 46 (C): -0.290, atom 47 (C): -0.504, atom 48 (C): -0.134, atom 49 (C): -0.066, atom 50 (C): -0.155, atom 51 (C): -0.285, atom 52 (C): -0.060, atom 53 (C): -0.033, atom 54 (C): -0.281, atom 55 (C): -0.600, atom 56 (C): -0.069, atom 57 (C): -0.240, atom 58 (H): 0.073, atom 59 (H): 0.091, atom 60 (H): 0.084, atom 61 (H): 0.098, atom 62 (H): 0.040, atom 63 (H): 0.085, atom 64 (H): 0.080, atom 65 (H): 0.046, atom 66 (H): 0.115, atom 67 (H): 0.108, atom 68 (H): 0.052, atom 69 (H): 0.086, atom 70 (H): 0.129, atom 71 (H): 0.083, atom 72 (H): 0.084, atom 73 (H): 0.048, atom 74 (H): 0.085, atom 75 (H): 0.082, atom 76 (H): 0.084, atom 77 (H): 0.080, atom 78 (H): 0.086, atom 79 (H): 0.075, atom 80 (H): 0.097, atom 81 (H): 0.087, atom 82 (H): 0.047, atom 83 (H): 0.065, atom 84 (H): 0.117, atom 85 (H): 0.086, atom 86 (H): 0.106, atom 87 (H): 0.082, atom 88 (H): 0.089, atom 89 (H): 0.068, atom 90 (H): 0.083, atom 91 (H): 0.084, atom 92 (H): 0.085, atom 93 (H): 0.081, atom 94 (H): 0.084, atom 95 (H): 0.103, atom 96 (H): 0.079, atom 97 (H): 0.081, atom 98 (H): 0.028, atom 99 (H): 0.096

Question: molecular weight of number 1 (C35H42DyN7O3SSeSi)?
Answer: 910.4 Da